119
Properties=species:S:1:pos:R:3 method="wB97M-V/def2-TZVPD" e_homo_ev="-7.6 / -7.7" total_energy_ha=-3229.38313 orbital_gap_ev="7.78 / 7.86" s2=8.75 fmax_ev_per_a=2.509 de_lowest_kcal_mol=23.6 e_lumo_ha="0.006 / 0.006" spin_multiplicity=6
Mn 0.28574 -0.36688 -0.75169
C 2.68771 1.75633 -3.46093
C 1.51297 2.26426 -2.65651
C 0.55783 2.92984 -3.66139
O 0.87150 1.26667 -1.89919
H 3.33749 2.54663 -3.83685
H 2.34972 1.19094 -4.32938
H 3.32305 1.11940 -2.84550
H 1.93947 3.03566 -2.01530
H -0.28614 3.46602 -3.22743
H 0.11247 2.23202 -4.37047
H 1.13263 3.66084 -4.23003
C -3.53036 0.08733 -1.37384
C -2.93754 -1.31311 -1.21477
C -3.55649 -2.29921 -2.26927
O -1.55208 -1.31069 -1.19860
H -3.33717 0.57291 -2.33039
H -3.14167 0.79620 -0.64272
H -4.59412 0.07890 -1.13628
H -3.38676 -1.61698 -0.26928
H -4.62910 -2.48626 -2.21795
H -3.09861 -3.28498 -2.18733
H -3.35327 -1.94285 -3.27912
C 5.44882 -0.36807 2.38795
C 5.72170 -0.39949 0.88419
C 4.80157 0.54933 0.06464
C 3.37132 0.33288 0.34934
N 2.24332 0.12177 0.53641
H 6.26831 -0.88031 2.89209
H 4.55473 -0.96972 2.55142
H 5.35481 0.64153 2.78792
H 5.65691 -1.40149 0.46005
H 6.75976 -0.12668 0.69415
H 4.96425 0.27130 -0.97667
H 5.01202 1.59985 0.26521
C 0.08371 -1.58358 -6.47544
C 0.20124 -0.43864 -5.43944
C -0.90114 -0.46200 -4.41415
C -2.18627 0.00688 -4.94991
N -3.14117 0.41816 -5.39365
H -0.84169 -1.49183 -7.04405
H 0.05400 -2.55128 -5.97467
H 0.85971 -1.59984 -7.24073
H 0.37452 0.57500 -5.80083
H 1.08128 -0.75098 -4.87723
H -0.65469 0.23182 -3.61042
H -1.13514 -1.41239 -3.93447
C 0.16689 -5.45014 -2.26669
C 0.78190 -4.86578 -3.54348
C 2.01337 -3.98820 -3.27411
C 1.77079 -2.70711 -2.56027
N 1.62779 -1.73348 -1.93883
H -0.67654 -6.09916 -2.50228
H -0.15460 -4.66868 -1.57816
H 0.87499 -6.12485 -1.78561
H 0.12679 -4.26974 -4.17883
H 1.02386 -5.76417 -4.11133
H 2.51855 -3.72178 -4.20250
H 2.72602 -4.50796 -2.63374
C -3.92153 3.26683 0.87690
C -2.69676 3.72638 0.11428
C -1.36551 3.40652 0.73667
C -1.01904 1.96655 0.88493
N -0.71463 0.85248 0.98017
H -3.92793 3.85951 1.79166
H -3.86954 2.19135 1.04644
H -4.86981 3.48809 0.38710
H -2.80435 4.78940 -0.10141
H -2.78263 3.19772 -0.83506
H -1.32220 3.76416 1.76542
H -0.54359 3.84329 0.16942
C -4.26366 1.61284 3.81249
C -3.59960 0.22776 3.37652
C -4.50285 -0.81452 2.64149
C -5.76448 -1.13372 3.32178
N -6.78093 -1.41684 3.80841
H -4.67962 1.55606 4.81840
H -5.12397 1.80451 3.17121
H -3.58404 2.46196 3.74032
H -3.25151 -0.22379 4.30551
H -2.72951 0.47208 2.76713
H -3.92091 -1.69426 2.36671
H -4.79358 -0.36313 1.69290
C 0.16775 -5.84575 1.77668
C -1.12328 -5.09631 2.28003
C -1.49415 -3.85566 1.41183
C -0.39222 -2.93075 1.11576
N 0.51479 -2.23364 0.88550
H 1.06253 -5.23075 1.87288
H 0.04083 -6.06209 0.71593
H 0.39490 -6.73621 2.36284
H -1.00285 -4.75945 3.30966
H -1.93087 -5.82783 2.30788
H -2.30976 -3.25330 1.81189
H -1.97998 -4.23114 0.51123
C 1.57055 0.59217 3.57896
C 1.21932 0.84799 5.04649
C -0.28017 1.15264 5.24655
C -0.73221 2.47854 4.72542
N -1.13133 3.48087 4.30399
H 1.40476 1.42670 2.89766
H 0.83314 -0.14721 3.26646
H 2.59555 0.26972 3.39592
H 1.82776 1.69085 5.37434
H 1.46936 -0.10042 5.52199
H -0.44881 1.34077 6.30686
H -0.78678 0.25508 4.89183
C 3.63879 4.13905 2.83348
C 2.37826 4.68047 2.17384
C 2.35756 4.34383 0.68208
C 3.54124 4.75897 -0.10838
N 4.47143 5.07056 -0.72259
H 4.51725 4.43449 2.25980
H 3.64896 3.05194 2.91217
H 3.74919 4.44774 3.87301
H 2.41533 5.76714 2.25040
H 1.44423 4.37663 2.64646
H 1.47307 4.80811 0.24594
H 2.24915 3.26028 0.63446